DFT (wB97M-V/def2-TZVPD) results for C53H52BI2N8O3P2Y as an isolated structure in a non-equilibrium geometry.

Each line ends with the Mulliken charge.
Positions of all 122 atoms, in Å:
I1 -2.328 5.104 1.526  0.256
I2 -4.852 4.946 2.343  -0.169
Y1 -0.844 0.519 0.842  -1.080
P1 0.743 -1.710 1.856  2.738
P2 -0.397 0.501 -2.035  2.398
O1 0.846 -2.056 -1.079  0.631
O2 1.193 1.293 2.648  -0.332
O3 3.358 6.605 -0.595  -0.422
N1 -3.113 1.320 3.063  -0.455
N2 -3.961 1.406 0.760  0.494
N3 0.327 2.498 0.326  -0.522
N4 -3.612 -0.823 1.806  -0.076
N5 1.639 4.544 0.142  0.395
N6 -1.796 1.497 2.824  2.487
N7 -2.770 1.663 0.189  1.245
N8 -2.524 -1.141 1.074  0.925
C1 0.499 -0.606 -4.399  -0.289
C2 0.950 -1.955 -2.451  -1.030
C3 3.154 -4.854 -0.436  -0.057
C4 -3.587 0.821 -4.667  -1.017
C5 -3.699 -3.005 1.481  -1.958
C6 2.047 -1.337 3.093  0.197
C7 -2.389 2.717 4.611  -1.615
C8 -0.415 -4.214 2.476  -0.408
C9 3.847 5.292 -0.528  -0.479
C10 -2.999 2.478 -0.840  -0.802
C11 -1.358 2.356 3.752  -0.779
C12 3.022 -1.297 5.288  -0.731
C13 2.096 4.015 -3.707  -0.573
C14 -4.510 -0.008 -4.053  -0.816
C15 -2.576 -2.462 0.867  -0.489
C16 -4.180 -0.639 -2.865  -0.520
C17 -3.488 2.037 4.129  -0.445
C18 2.579 -3.777 1.615  0.171
C19 4.199 -0.794 4.762  -0.838
C20 -4.359 2.742 -0.952  -1.672
C21 1.141 -5.337 -2.841  -1.725
C22 -2.015 -3.166 4.477  -0.936
C23 3.054 4.479 0.499  -0.445
C24 4.300 -0.547 3.400  -0.585
C25 3.231 -0.813 2.569  -0.676
C26 -2.342 1.039 -4.100  -0.558
C27 1.085 -1.563 -5.197  -1.657
C28 3.486 -4.522 -3.324  -2.009
C29 -2.016 0.428 -2.893  1.213
C30 -4.930 2.040 0.092  -0.474
C31 0.526 1.940 -2.701  0.651
C32 0.423 -0.799 -3.025  0.600
C33 -1.177 -2.329 3.763  -0.711
C34 0.913 3.498 0.255  -0.052
C35 2.697 2.867 -3.212  -0.910
C36 -0.064 3.114 -3.157  -0.533
C37 1.647 -2.998 -0.472  -0.984
C38 2.019 6.642 -1.018  -0.506
C39 2.340 -3.993 -1.162  0.577
C40 -0.351 -2.855 2.770  0.546
C41 3.293 -4.740 0.935  -1.660
C42 2.146 -4.185 -2.651  1.520
C43 1.918 1.841 -2.713  -0.692
C44 -1.265 -5.042 3.183  -0.790
C45 1.560 -2.922 -3.250  0.701
C46 1.943 -1.566 4.458  -0.109
C47 1.749 -2.904 0.915  -0.579
C48 -2.061 -4.523 4.189  -0.833
C49 -2.942 -0.421 -2.291  -0.819
C50 0.716 4.137 -3.671  -1.076
C51 1.104 5.887 -0.045  -0.446
C52 -4.323 -1.923 2.067  -0.444
C53 1.599 -2.710 -4.622  -0.150
B1 -4.067 0.618 2.081  -0.087
H1 -3.835 1.305 -5.599  0.485
H2 -2.676 -0.926 -1.367  0.086
H3 2.652 -3.704 2.689  0.612
H4 0.206 -4.640 1.703  0.262
H5 0.988 -5.540 -3.897  0.428
H6 4.893 5.367 -0.227  0.409
H7 5.214 -0.151 2.988  0.510
H8 -5.170 0.619 2.499  -0.130
H9 -5.475 -0.172 -4.507  0.436
H10 0.989 1.138 3.580  0.245
H11 -2.343 3.373 5.455  0.471
H12 -2.708 -5.178 4.750  0.440
H13 0.232 5.021 -4.059  0.494
H14 -4.025 -4.022 1.499  0.616
H15 -2.176 2.869 -1.411  0.679
H16 -1.813 -2.951 0.288  0.780
H17 2.158 1.253 2.576  0.082
H18 3.367 -4.659 -4.393  0.477
H19 0.178 -5.085 -2.397  0.370
H20 1.512 -6.240 -2.364  0.405
H21 3.692 -5.639 -0.941  0.440
H22 2.701 4.805 -4.124  0.414
H23 3.189 4.919 1.493  0.309
H24 2.036 -3.456 -5.263  0.413
H25 -1.644 1.681 -4.616  0.481
H26 -1.136 3.234 -3.136  0.390
H27 3.896 -5.448 -2.936  0.495
H28 1.926 6.208 -2.023  0.088
H29 -4.861 3.347 -1.677  0.557
H30 3.945 -5.409 1.472  0.445
H31 2.387 0.938 -2.345  0.485
H32 -5.954 1.982 0.399  0.617
H33 -1.150 -1.263 3.981  0.486
H34 -2.634 -2.765 5.264  0.492
H35 0.101 0.296 -4.836  0.437
H36 3.784 4.807 -1.513  0.095
H37 3.771 2.755 -3.239  0.527
H38 -4.501 2.041 4.473  0.557
H39 5.036 -0.598 5.411  0.424
H40 3.307 -0.645 1.499  0.484
H41 -1.306 -6.093 2.941  0.473
H42 -4.879 -1.313 -2.395  0.529
H43 2.940 -1.495 6.348  0.475
H44 1.744 7.697 -1.050  0.403
H45 -0.352 2.728 3.747  0.578
H46 3.374 3.437 0.503  0.363
H47 1.037 -1.984 4.875  0.489
H48 0.088 5.826 -0.436  0.451
H49 4.203 -3.720 -3.154  0.409
H50 -5.223 -1.880 2.643  0.599
H51 1.151 -1.420 -6.262  0.457
H52 1.087 6.400 0.921  0.251

The calculation puts the LUMO energy at -5.63 eV. As for the spin multiplicity: 1. Its net charge is +2. Its energy above the lowest of the compared OMol25 structures with the same formula, charge and spin is 0.476 eV. As for the HOMO energy: -12.84 eV. The total energy is -110361.2168 eV.